(1)
Density functional theory data (the ωB97M-V functional and the def2-TZVPD basis) for an isolated molecule of H2P2S4.

Last column: Löwdin charge in e.
Positions of all 8 atoms, in Å:
P  1.060  0.058  -0.550  -0.1671
P  -1.159  0.073  0.462  -0.1586
S  -2.186  1.471  -0.337  0.0935
S  2.185  -1.402  0.027  0.1118
S  1.984  1.745  0.303  0.3350
S  -2.112  -1.852  -0.033  0.2929
H  1.582  2.332  -0.745  -0.2655
H  -1.354  -2.425  0.873  -0.2420

As for the multiplicity: 3. Its molar mass is 192.23 g mol⁻¹. The value obtained for the energy relative to the best compared isomer or geometry (same formula, charge and spin) is 0.00 kcal/mol. Its expectation value of S² is 2.014.

=====

(2)
Density functional theory data (the ωB97M-V functional and the def2-TZVPD basis) for a structure of composition H2P4.

Last column: Löwdin charge in e.
Positions of all 6 atoms, in Å:
P  1.493  -2.100  1.708  0.0613
P  2.682  -1.202  0.236  -0.0062
P  -0.066  -0.812  0.978  0.0087
P  0.920  -0.706  -0.943  0.0499
H  -1.129  -1.753  0.428  -0.1345
H  1.225  1.987  -0.957  0.0208

Its molar mass is 125.91 g mol⁻¹. The value obtained for the energy relative to the best compared isomer or geometry (same formula, charge and spin) is 78.47 kcal/mol.

=====

(3)
Density functional theory data (the ωB97M-V functional and the def2-TZVPD basis) for a cluster of 15 separate species, H30O15 in total.

Last column: Löwdin charge in e.
Positions of all 45 atoms, in Å:
H  0.120  1.150  0.455  0.0130
H  -0.580  -0.268  0.425  -0.0539
H  -3.445  4.076  -0.212  -0.0005
H  -3.868  3.025  0.716  0.0157
H  1.132  2.869  0.970  0.0984
H  0.897  3.697  -0.472  0.0608
H  0.306  -4.250  -1.400  0.0956
H  1.587  -3.506  -1.886  -0.0353
H  2.823  3.072  -1.802  0.1243
H  2.292  4.576  -1.743  0.0242
H  -3.769  -1.938  -2.056  0.0473
H  -5.013  -2.152  -3.015  0.0207
H  -2.262  0.276  3.071  0.0500
H  -0.938  -0.228  2.459  0.0154
H  2.570  -1.581  1.824  0.0530
H  2.043  -0.979  0.631  -0.0210
H  0.136  -3.084  0.658  -0.0315
H  0.308  -2.807  2.186  0.0623
H  -4.609  2.227  -1.727  0.0465
H  -3.893  1.091  -0.882  0.0173
H  -4.165  0.547  0.921  -0.0253
H  -2.858  0.186  1.280  0.0246
H  -2.116  -1.474  0.353  0.0326
H  -2.665  -2.531  1.161  0.0552
H  3.714  -1.801  -1.640  -0.0058
H  2.418  -2.359  -1.035  0.0294
H  4.183  3.248  0.192  0.0421
H  4.721  2.430  -0.994  0.0125
H  4.801  -1.423  -0.267  0.0386
H  4.608  -1.739  1.195  0.0743
O  0.110  0.255  0.138  0.0047
O  -3.134  3.629  0.545  -0.0484
O  1.348  2.969  -0.015  -0.1214
O  1.165  -3.824  -1.148  -0.0370
O  2.578  3.872  -1.209  -0.1345
O  -4.685  -1.646  -2.276  -0.0710
O  -1.343  0.534  2.872  -0.0350
O  2.577  -0.743  1.342  -0.0638
O  -0.299  -3.113  1.474  -0.0721
O  -3.764  1.895  -1.420  -0.0506
O  -3.681  -0.198  0.952  0.0086
O  -2.039  -2.479  0.419  -0.0949
O  2.950  -2.278  -1.844  -0.0334
O  4.219  2.371  -0.202  -0.0451
O  4.188  -1.289  0.452  -0.0866

Its molar mass is 270.22 g mol⁻¹. The value obtained for the energy relative to the best compared isomer or geometry (same formula, charge and spin) is 210.82 kcal/mol.

=====

(4)
Density functional theory data (the ωB97M-V functional and the def2-TZVPD basis) for a cluster of 15 separate species, H30O15 in total.

Last column: Löwdin charge in e.
Positions of all 45 atoms, in Å:
O  -1.469  1.045  4.199  -0.0669
H  -2.286  0.670  4.538  0.0369
H  -1.209  0.819  3.284  0.0288
O  -1.770  0.347  0.272  -0.0254
H  -2.071  -0.555  0.022  0.0389
H  -0.969  0.164  0.673  -0.0428
O  2.763  -0.203  -0.458  -0.0552
H  2.567  0.024  -1.447  0.0743
H  3.608  -0.026  -0.154  0.0235
O  3.365  0.125  -2.976  0.0818
H  3.393  -0.670  -2.930  -0.1191
H  4.174  0.560  -2.683  0.0980
O  -3.447  -2.710  0.498  -0.1095
H  -3.329  -2.343  -0.378  -0.0225
H  -2.459  -2.919  0.922  0.1477
O  0.897  -1.147  -2.842  -0.0960
H  0.232  -1.862  -3.007  0.0069
H  1.117  -0.718  -3.728  0.0822
O  0.191  2.175  -1.512  -0.1106
H  -0.429  1.421  -1.026  0.1060
H  0.642  2.794  -0.984  -0.0235
O  1.440  -2.852  -0.585  -0.1308
H  1.425  -3.184  0.520  0.1848
H  1.994  -2.105  -0.563  -0.0619
O  0.873  0.841  1.177  0.0174
H  0.665  1.686  1.404  -0.0080
H  1.588  0.665  0.641  -0.0134
O  2.537  1.544  3.102  -0.1116
H  2.305  1.390  4.042  0.0499
H  1.855  1.242  2.408  -0.0094
O  -0.927  -3.188  -2.496  0.0031
H  -0.679  -3.917  -2.923  -0.0183
H  -0.349  -3.068  -1.727  0.0252
O  1.276  -1.633  3.045  -0.0448
H  2.018  -1.713  3.624  0.0252
H  1.085  -0.708  2.859  -0.0067
O  -4.017  -0.150  -2.269  0.0070
H  -3.292  -0.208  -2.809  0.0002
H  -3.930  -0.892  -1.666  0.0310
O  -3.207  2.289  -0.981  -0.1579
H  -3.180  1.679  -1.784  0.0151
H  -4.157  2.701  -1.243  0.1071
O  0.254  3.926  1.764  0.0893
H  0.568  3.847  2.547  -0.0623
H  0.340  4.816  1.632  0.0164

Its molar mass is 270.23 g mol⁻¹. The value obtained for the energy relative to the best compared isomer or geometry (same formula, charge and spin) is 152.09 kcal/mol.

=====

(5)
Density functional theory data (the ωB97M-V functional and the def2-TZVPD basis) for a structure of composition H30O23S2V.

Last column: Löwdin charge in e.
Positions of all 56 atoms, in Å:
V  13.387  8.879  -0.639  1.0888
S  15.785  10.753  0.514  0.4342
O  17.134  10.904  -0.022  -0.3076
O  15.934  10.278  1.878  -0.3565
O  15.025  11.951  0.468  -0.2312
O  15.249  9.641  -0.259  -0.3839
S  12.184  11.299  -2.551  0.0943
O  12.960  10.482  -1.721  -0.4446
O  12.826  12.533  -2.916  -0.3520
O  12.003  10.602  -3.847  -0.4319
O  10.871  11.583  -2.005  -0.3986
O  18.919  12.350  1.098  -0.0833
H  18.232  11.811  0.644  -0.0239
H  19.367  12.722  0.341  0.0267
O  15.195  10.572  -3.463  -0.0328
H  16.143  10.605  -3.464  -0.0156
H  15.164  10.052  -2.666  -0.0232
O  14.992  11.816  3.663  -0.1067
H  15.230  11.214  2.932  -0.0500
H  15.664  12.531  3.505  0.0335
O  15.939  14.315  0.367  -0.0481
H  15.446  13.461  0.479  0.0037
H  15.188  14.909  0.468  0.0600
O  17.759  10.658  -2.335  -0.0432
H  17.626  9.740  -2.591  0.0344
H  17.488  10.770  -1.436  -0.0756
O  14.492  8.284  3.528  -0.0558
H  14.739  9.094  3.030  0.0236
H  13.516  8.281  3.672  0.0706
O  16.332  7.319  -1.147  -0.0697
H  15.922  8.180  -0.842  -0.0063
H  16.701  7.330  -2.019  0.0236
O  17.946  11.079  3.231  -0.0568
H  18.092  10.457  3.934  0.0193
H  17.194  10.706  2.738  -0.0339
O  19.055  9.135  -0.024  -0.0760
H  18.419  9.832  -0.145  -0.0478
H  18.525  8.570  0.575  0.0024
O  13.116  13.761  2.594  -0.1029
H  13.275  12.856  2.937  0.0011
H  12.990  13.779  1.637  -0.0230
O  12.797  10.296  1.015  -0.0155
H  12.742  10.020  1.907  0.0520
H  12.152  10.991  1.026  0.0778
O  13.083  13.155  -0.095  -0.0816
H  12.273  12.651  -0.020  0.0099
H  13.854  12.564  0.173  -0.0543
O  13.992  7.334  0.817  -0.0924
H  13.829  6.408  0.630  0.0765
H  14.144  7.348  1.808  0.0725
O  17.158  7.908  1.795  -0.0491
H  16.428  8.525  1.859  -0.0229
H  17.671  8.220  2.555  0.0578
O  17.062  13.527  2.540  -0.0469
H  16.752  14.240  3.043  0.0185
H  16.720  13.823  1.708  -0.0376

As for the multiplicity: 4. Its molar mass is 513.30 g mol⁻¹. The value obtained for the energy relative to the best compared isomer or geometry (same formula, charge and spin) is 0.00 kcal/mol. Its charge is -2. Its expectation value of S² is 3.754.

=====

(6)
Density functional theory data (the ωB97M-V functional and the def2-TZVPD basis) for a cluster of 15 separate species, H31O15 in total.

Last column: Löwdin charge in e.
Positions of all 46 atoms, in Å:
O  -3.829  1.507  -1.894  0.0200
H  -0.111  3.665  -1.045  0.0299
H  -4.114  0.970  -2.583  0.0409
O  -0.924  -4.641  1.194  0.0400
H  0.758  -2.963  1.327  0.1469
H  -0.755  -4.376  2.032  0.0003
O  -0.065  -0.713  -3.046  -0.0154
H  2.095  2.073  1.812  -0.0135
H  -0.947  -0.208  -0.442  0.1380
O  -2.019  1.932  2.796  -0.0605
H  0.298  -0.620  3.656  -0.0669
H  -1.477  2.543  3.297  0.0249
O  2.389  3.537  -0.614  -0.0152
H  2.912  3.236  0.002  -0.0746
H  2.155  4.408  -0.179  0.1016
O  -0.980  3.650  -1.475  -0.0111
H  0.685  -0.313  -3.265  -0.0549
H  -0.787  -0.430  -3.673  0.0935
O  1.394  2.632  1.593  -0.0966
H  -1.053  4.282  -2.133  0.0135
H  3.348  -2.749  -0.563  0.0015
O  -1.486  0.968  -1.137  -0.1160
H  -1.796  -4.359  1.177  0.0252
H  2.861  -2.026  -1.480  0.0632
O  0.892  -1.095  3.261  0.0035
H  -0.624  1.442  -1.428  0.0929
H  2.281  -0.150  -0.868  -0.0961
O  -3.808  -1.725  -0.827  -0.0672
H  -0.313  -0.435  0.998  0.1507
O  0.762  -2.800  0.260  -0.1321
H  0.305  -3.574  -0.071  0.0377
H  -2.834  -1.953  -0.706  0.0567
O  3.309  -1.890  -0.681  0.0533
H  1.482  -0.683  2.595  -0.0123
H  -2.400  1.141  -1.639  0.0439
O  1.836  0.514  -1.211  0.0207
H  1.369  3.509  2.256  0.1778
H  2.160  1.354  -0.731  0.0968
O  -0.374  -1.043  0.168  0.0022
H  -4.068  1.012  -1.047  0.1213
H  3.309  -1.326  1.761  -0.0013
O  2.626  -0.882  1.479  0.0283
H  2.409  -1.261  0.642  -0.0247
H  -1.310  1.574  2.198  0.0237
H  -4.279  -2.532  -0.607  0.0375
H  0.652  -0.856  -0.216  0.1721

Its molar mass is 271.23 g mol⁻¹. The value obtained for the energy relative to the best compared isomer or geometry (same formula, charge and spin) is 173.46 kcal/mol. Its charge is +1.

=====

(7)
Density functional theory data (the ωB97M-V functional and the def2-TZVPD basis) for a cluster of 16 separate species, H31O16 in total.

Last column: Löwdin charge in e.
Positions of all 47 atoms, in Å:
O  0.533  -3.902  -3.457  -0.0626
H  -1.688  2.224  3.599  0.0274
H  0.516  -1.529  -0.539  0.0152
O  -3.467  -2.685  -0.313  -0.0451
H  -0.220  -3.307  -3.554  0.0085
H  0.951  -3.856  -2.592  0.0060
O  -1.043  0.555  -0.347  -0.3516
H  -3.505  -2.019  0.373  0.0198
H  1.701  -1.476  0.177  0.0090
O  0.916  -2.056  0.185  -0.0821
H  -1.833  1.111  1.063  0.0059
H  -4.291  -3.164  -0.380  0.0257
O  -1.073  2.036  4.318  -0.0633
H  2.222  -2.680  -2.216  0.0143
H  -0.774  4.224  4.076  0.0035
O  1.784  0.426  0.654  -0.1188
H  1.337  0.081  1.446  0.0469
H  1.250  1.272  0.459  -0.0021
O  2.676  3.437  2.058  -0.0572
H  2.028  2.777  2.280  0.0008
H  2.423  4.022  1.345  0.0233
O  0.383  2.573  0.178  -0.1700
H  -3.010  0.444  1.088  0.0192
H  -0.990  -0.080  0.382  -0.0357
O  1.484  4.041  -3.836  -0.0546
H  1.605  4.109  -2.891  0.0175
O  2.907  -3.366  -2.168  -0.0697
H  -0.702  1.149  4.198  0.0486
H  3.081  -3.333  -3.122  0.0507
O  -1.066  -0.936  -2.913  -0.0726
H  -0.381  1.784  0.063  0.0156
H  -1.984  -0.654  -2.986  0.0346
O  -0.068  4.415  4.683  -0.0702
H  -3.291  -3.665  -3.778  0.0355
H  0.077  -2.948  5.467  0.0302
O  3.651  0.241  -1.925  -0.0531
H  -0.841  -0.636  -2.017  -0.0078
H  -1.115  -2.505  4.612  0.0317
O  -0.679  -2.354  5.455  -0.0609
H  0.470  3.628  4.687  0.0089
H  3.355  0.990  -2.438  0.0187
O  -2.502  0.870  1.801  -0.1384
H  1.146  3.172  -4.074  0.0364
H  0.449  2.902  -0.734  0.0322
O  -3.240  -2.701  -3.741  -0.0700
H  3.120  0.015  -1.155  0.0021
H  -2.305  -2.645  -3.472  -0.0026

Its molar mass is 287.23 g mol⁻¹. The value obtained for the energy relative to the best compared isomer or geometry (same formula, charge and spin) is 77.38 kcal/mol. Its charge is -1.

=====

(8)
Density functional theory data (the ωB97M-V functional and the def2-TZVPD basis) for a cluster of 16 separate species, H31O16 in total.

Last column: Löwdin charge in e.
Positions of all 47 atoms, in Å:
O  3.121  -3.713  1.610  -0.0995
H  -2.992  3.221  -0.052  0.0732
H  0.837  -1.808  1.283  0.0174
O  -4.029  0.927  1.335  -0.0894
H  3.882  -3.255  2.000  0.0274
H  2.420  -3.024  1.693  -0.0106
O  -1.342  2.930  -2.501  -0.1002
H  -4.318  0.357  0.618  0.0290
H  -0.047  -2.748  0.643  0.0408
O  0.689  -2.767  1.254  -0.0682
H  -1.735  1.556  2.258  -0.0277
H  -3.596  1.643  0.777  -0.0064
O  -1.069  1.719  1.579  -0.3302
H  0.074  1.788  -1.763  0.0105
H  -2.353  -0.239  4.109  0.0195
O  0.552  -4.560  -3.930  -0.0602
H  1.244  -3.973  -4.229  0.0236
H  0.813  -5.057  -3.155  0.0285
O  1.396  0.803  1.694  -0.1158
H  1.034  1.091  2.549  0.0461
H  0.409  0.748  1.455  0.0108
O  3.353  -0.826  0.989  -0.0731
H  3.186  0.089  1.258  0.0203
H  -1.136  3.861  -2.314  0.0460
O  3.359  1.489  -2.315  -0.0510
H  4.032  1.091  -2.860  0.0326
O  1.660  3.579  -0.445  -0.0520
H  2.154  2.813  -0.770  0.0038
H  1.899  3.734  0.460  0.0213
O  -1.221  -0.941  1.103  -0.0785
H  -1.731  2.705  -1.610  -0.0049
H  -1.315  0.031  1.009  -0.0198
O  -3.101  -0.565  3.625  -0.0634
H  2.739  -2.667  -0.640  -0.0049
H  -3.378  0.062  2.941  -0.0181
O  -3.214  -0.523  -1.233  -0.0494
H  -2.851  0.160  -0.670  -0.0237
H  -2.726  -0.493  -2.065  0.0518
O  -2.653  2.345  -0.255  -0.1422
H  -0.102  0.454  -0.858  0.0180
H  -1.961  2.194  0.553  0.0096
O  0.300  0.847  -1.640  -0.0537
H  2.447  1.205  -2.252  -0.0023
H  2.569  -0.981  0.444  -0.0084
O  2.217  -2.448  -1.408  -0.0504
H  -2.102  -1.294  1.269  0.0461
H  2.584  -1.559  -1.544  0.0282

Its molar mass is 287.23 g mol⁻¹. The value obtained for the energy relative to the best compared isomer or geometry (same formula, charge and spin) is 52.56 kcal/mol. Its charge is -1.

=====

Q: Among the records above, which one has the highest energy relative to the best compared isomer or geometry (same formula, charge and spin)?
A: number 3